Formula: C4H6N2
Source: the OMol25 dataset
Level of theory: the ωB97M-V functional and the def2-TZVPD basis

The molar mass comes out at 82.1 g mol⁻¹. For the highest occupied orbital energy (spin up / spin down), the calculation gives -8.96 / -7.70 eV. The energy above the lowest of the compared OMol25 structures with the same formula, charge and spin comes out at 5.6585 eV. For the orbital gap (spin up / spin down), the calculation gives 8.46 / 6.73 eV. Its net charge is 0.

Geometry (Å):
C (-0.3817, -0.6128, 0.7405)
C (-0.1045, -1.6293, -0.2950)
C (1.0629, 1.8206, -0.3495)
N (0.3846, 1.2531, 0.5674)
C (-1.0440, 0.6504, 0.4640)
N (-2.1771, 0.9924, 0.2474)
H (-0.3206, -0.9006, 1.7867)
H (-0.9447, -2.3340, -0.3400)
H (0.7828, -2.2127, -0.0405)
H (0.0100, -1.1791, -1.2823)
H (0.6122, 2.5602, -1.0146)
H (2.1201, 1.5917, -0.4841)